Formula: C25H45F6NO16S
Source: the Open Molecules 2025 dataset
Level of theory: ωB97M-V with the def2-TZVPD basis set

- Gap between HOMO and LUMO: 0.3917 Eh
- Structure (SMILES): N[C@@]1(CCCC(F)(F)C(F)(F)F)OS(=O)(=O)O[C@@H]1CCF.CCOC(=O)OC.CCOC(=O)OC.CCOC(=O)OC.CCOC(=O)OC
- HOMO: -10.409 eV

XYZ file:
```
94
Properties=species:S:1:pos:R:3:forces:R:3:lowdin_charge:R:1
N -1.385929 3.473585 0.186845 -0.0053 -1.2505 0.2070 0.153
C -1.079926 3.209743 1.555480 0.2186 1.8124 -0.5276 -0.442
C -0.050574 2.146838 1.893193 -0.8659 -0.8195 0.1683 -0.095
C -0.397632 0.700182 1.475710 0.9202 0.1088 -0.4376 -0.134
C -0.012743 0.374321 -0.001069 -0.2983 0.2241 1.1170 -0.053
C -1.092768 -0.331451 -0.787632 1.6117 1.3056 -0.3014 -0.489
F -1.374773 -1.493951 -0.226248 -0.7887 -0.9463 0.8855 0.158
F -0.561229 -0.624138 -1.995935 0.0669 -0.1256 -0.8948 0.122
C -2.374775 0.456923 -1.094470 -0.1732 -2.3147 -0.4001 -0.632
F -2.987526 0.906322 -0.032265 -0.4043 0.8693 1.3506 0.193
F -3.223029 -0.381782 -1.681766 -0.7120 -0.8476 -0.3928 0.175
F -2.153009 1.395292 -1.956243 0.6111 1.8994 -0.7283 0.220
O -0.359279 4.450457 1.989060 0.0816 0.7266 0.3663 -0.157
S -1.406487 5.589676 2.297748 -2.1664 -0.1009 -0.9488 0.602
O -2.181628 6.095046 1.213681 0.3872 -0.6298 -0.9793 -0.238
O -0.844652 6.604922 3.079750 1.1010 0.0105 1.7664 -0.200
O -2.453086 4.597944 3.049736 1.4394 0.3480 -0.1332 -0.160
C -2.363038 3.298127 2.419403 -0.9862 -0.7756 1.3693 -0.233
C -2.541953 2.303233 3.596866 -0.2199 0.2821 -0.6068 -0.085
C -4.015654 1.917092 3.707409 1.1566 -0.3237 -0.0496 -0.204
F -4.801527 3.036346 3.766947 -0.3992 0.4502 0.2198 -0.019
H -0.762267 3.025143 -0.465228 -0.0815 0.0995 -0.1172 0.084
H -2.355037 3.330761 -0.046976 0.0428 0.0739 -0.1589 0.092
H 0.033015 2.137469 2.977473 0.2393 0.2340 0.0687 0.124
H 0.916803 2.428761 1.483180 0.0202 0.1142 -0.0612 0.136
H -1.414968 0.406042 1.716059 -0.1063 0.1344 -0.0840 0.101
H 0.249395 0.070226 2.081958 -0.1375 -0.1188 0.1966 0.119
H 0.362984 1.268946 -0.487048 -0.2887 0.0429 -0.4211 0.120
H 0.832703 -0.309885 0.008990 -0.0093 -0.1775 -0.1263 0.131
H -3.275281 3.215924 1.828439 0.2501 0.0165 -0.5318 0.148
H -2.194591 2.813293 4.491488 0.0123 -0.0681 0.1563 0.134
H -1.980659 1.376938 3.483899 0.0416 0.0308 -0.0507 0.106
H -4.130086 1.318405 4.607297 -0.4320 -0.1136 0.0181 0.123
H -4.302829 1.361577 2.815635 -0.1744 -0.2562 0.0849 0.113
C 4.191126 -4.970216 -0.438165 0.1771 -0.0942 0.1853 -0.061
C 3.663369 -3.551604 -0.450909 0.0093 -0.3390 -0.4081 -0.211
O 3.657314 -2.984271 0.868805 -0.0857 0.2158 0.0132 0.030
C 4.842777 -2.577190 1.325378 -0.0119 -0.1402 0.0403 -0.610
O 5.889308 -2.629309 0.733900 -0.0632 0.0654 0.0269 0.126
O 4.669863 -2.111370 2.566381 -0.0380 0.0370 -0.0784 0.001
C 5.879622 -1.716120 3.217052 0.1558 0.1049 0.1943 -0.041
H 3.637184 -5.577783 0.279345 -0.1150 0.0161 -0.0884 0.083
H 4.102663 -5.421383 -1.427039 -0.0338 0.0228 -0.0011 0.078
H 5.239141 -4.998543 -0.141904 0.0177 0.0790 -0.0895 0.076
H 2.627426 -3.549123 -0.787277 -0.0666 0.1253 0.2444 0.119
H 4.227842 -2.919390 -1.136597 0.1315 0.0422 0.1660 0.124
H 6.440010 -1.008560 2.609646 0.0205 -0.1000 -0.0784 0.096
H 6.488675 -2.591650 3.437842 0.0600 0.0296 -0.1085 0.099
H 5.598402 -1.236120 4.150521 -0.1831 -0.0573 -0.0471 0.092
C 5.398619 -10.531689 -4.092561 0.0344 0.1097 -0.2721 -0.066
C 4.505271 -9.685849 -3.209788 0.1030 -0.4846 0.1130 -0.212
O 4.474981 -8.318966 -3.645064 -0.0962 0.1432 0.0716 0.032
C 3.712697 -8.070533 -4.710575 0.1339 -0.0370 -0.0404 -0.609
O 3.052241 -8.874165 -5.316299 -0.0103 0.0720 0.0571 0.124
O 3.819808 -6.770538 -5.001301 -0.0402 -0.0315 0.0744 0.001
C 3.117850 -6.374449 -6.181331 -0.0967 0.1664 -0.1826 -0.041
H 6.394737 -10.091734 -4.160153 0.0159 -0.0401 0.1284 0.082
H 5.484530 -11.542182 -3.692710 -0.0024 0.0246 0.0441 0.080
H 5.003423 -10.596261 -5.105751 -0.0893 -0.0384 0.0485 0.075
H 4.901581 -9.668137 -2.195789 0.0005 0.2581 -0.0190 0.121
H 3.493818 -10.089229 -3.158275 -0.0364 0.1024 -0.1552 0.124
H 2.074354 -6.679536 -6.139465 0.0454 -0.1200 -0.0118 0.095
H 3.600589 -6.794909 -7.062534 -0.0887 -0.0903 0.0095 0.099
H 3.167679 -5.290188 -6.234042 0.1220 -0.0161 0.1550 0.092
C 2.048822 8.981446 -3.497645 -0.1846 -0.1955 0.0497 -0.069
C 2.007779 10.222878 -2.630945 0.3690 -0.1062 -0.2238 -0.218
O 0.695481 10.457484 -2.107535 -0.0194 0.1002 0.0810 0.032
C 0.342267 9.684019 -1.074521 -0.1079 -0.0606 -0.0323 -0.608
O 1.028941 8.841555 -0.555228 0.0073 0.0860 -0.0371 0.123
O -0.903321 10.001593 -0.728886 0.0658 0.0599 -0.0105 0.008
C -1.452059 9.191456 0.319975 -0.1862 -0.1020 0.2267 -0.032
H 1.290194 9.037422 -4.279950 0.0753 0.0939 -0.0536 0.081
H 3.029166 8.871433 -3.962500 -0.0043 0.0492 -0.0036 0.078
H 1.844434 8.086203 -2.911327 0.0763 0.0382 0.0660 0.073
H 2.251920 11.098549 -3.230812 -0.2153 0.0912 0.0687 0.120
H 2.735013 10.169924 -1.820322 -0.1245 -0.0953 0.0904 0.122
H -0.800189 9.181860 1.190833 0.0951 -0.0962 -0.0815 0.096
H -1.628323 8.178402 -0.032303 0.1411 -0.0279 0.0459 0.079
H -2.403766 9.632442 0.604420 0.0330 0.1500 -0.1850 0.096
C -4.267623 -3.182937 0.691644 0.0363 -0.0764 0.2617 -0.060
C -5.483110 -2.328468 0.399911 0.4111 -0.0122 -0.3555 -0.207
O -6.533565 -2.559608 1.349023 -0.0878 0.1151 0.0897 0.045
C -6.368550 -1.973860 2.534003 -0.0183 -0.1126 -0.0351 -0.603
O -5.443794 -1.269119 2.858097 -0.0671 0.0127 -0.0153 0.106
O -7.401733 -2.306388 3.309243 0.0556 0.0519 -0.0562 0.011
C -7.318320 -1.810715 4.646798 -0.0812 0.0551 0.2567 -0.037
H -4.543317 -4.236776 0.753274 -0.0358 0.0130 -0.1327 0.084
H -3.519767 -3.057774 -0.091191 -0.0400 0.0008 -0.0271 0.068
H -3.814568 -2.912338 1.645305 0.0092 0.0987 -0.0394 0.076
H -5.891978 -2.592366 -0.573845 -0.2293 -0.0430 0.1223 0.126
H -5.230960 -1.268052 0.369269 -0.0248 -0.0043 0.1636 0.113
H -7.155777 -0.734869 4.658312 0.1045 -0.0240 -0.0483 0.094
H -6.520902 -2.320991 5.185822 0.0665 0.0954 -0.0323 0.099
H -8.267260 -2.029731 5.128374 -0.0405 -0.0956 -0.1678 0.094
```
Forces are in eV/Å.